# C78H180N12O12

A cluster of 12 separate species, C78H180N12O12 in total in a non-equilibrium geometry (ωB97M-V/def2-TZVPD, OMol25).

The largest force on an atom is 0.0847 Eh/bohr. For the energy, the calculation gives -4639.2963 hartree. The value obtained for the relative energy (zero: lowest compared OMol25 entry of this formula, charge and spin) is 104.28 kcal/mol. For the LUMO energy, the calculation gives 0.523 eV. The structure (SMILES) is CC1(C)CCCC(C)(C)N1O.CC1(C)CCCC(C)(C)N1O.CC1(C)CCCC(C)(C)N1O.CC1(C)CCCC(C)(C)N1O.CC1(C)CCCC(C)(C)N1O.CC1(C)CCCC(C)(C)N1O.COC[C@H](C)N.COC[C@H](C)N.COC[C@H](C)N.COC[C@H](C)N.COC[C@H](C)N.COC[C@H](C)N. As for the HOMO energy: -8.07 eV.

Structure (ORCA input):
```
! wB97M-V def2-TZVPD RIJCOSX def2/J DEFGRID3
* xyz 0 1
H -1.58236 -2.89553 -4.05508
H -2.10749 -7.28562 -0.33133
H -5.41919 -2.44000 -5.10893
H 5.08564 5.51301 -2.04565
H 1.64250 -5.26486 -3.75814
H 5.02888 1.40791 2.38460
H 7.24697 -1.59845 7.22725
N 6.01054 0.33123 4.58162
H 5.54706 -3.18181 3.00503
C 4.77946 1.80256 -0.53224
H 1.92751 8.37827 2.14260
N -1.93380 -1.05407 3.53029
H 3.98820 2.00877 3.65851
O 0.78920 -3.88905 -1.65095
C -4.62597 2.79861 0.66471
H -5.35565 2.06001 3.72704
N 4.47780 3.78019 -1.93442
N -6.26170 -2.27598 -5.64125
H 5.58924 -1.83549 6.76363
H -3.90217 -4.54108 -6.55167
H -6.86281 -0.95499 -2.53078
H 3.51930 0.74521 5.77314
C 2.62991 -5.52704 -3.37814
H 2.45472 -2.42469 -3.31422
H 2.46701 4.32328 -0.17168
H -2.02453 3.09987 5.02855
H 1.92562 4.11781 -3.02298
H 4.91472 -2.73261 4.57308
H -2.38610 -3.77887 5.40696
H -0.17880 -1.53686 -1.81785
H -1.83781 -1.91825 -5.41430
C -2.17267 2.32808 -4.60114
H -2.86926 3.15889 -4.71350
N -2.32388 0.95555 -1.33548
C -0.88808 -0.75704 -2.09519
H 3.65792 1.07785 -3.79105
H 5.91787 3.31332 -4.22930
C -2.08614 -4.82758 0.23308
C 0.71226 -2.61748 -6.48884
H -3.95539 -0.27941 -6.21607
C 5.54547 -2.38909 3.75317
C -4.16814 -1.14269 2.48908
H 0.49937 -1.94079 5.81442
C 8.34883 -0.23939 5.19819
H -1.54219 2.53197 -5.46660
H 1.44728 -2.92850 -8.92745
H 0.51482 2.15410 6.26688
H 6.32134 -0.21195 7.15014
H -0.00704 10.33069 2.66037
N -1.18764 -3.92886 -7.25089
H 3.35791 0.80519 2.56251
C 1.48660 -3.85326 1.02931
H 2.13098 9.52053 3.49644
H -3.33857 -1.66766 5.80328
H -2.51908 3.82590 7.42283
H -4.28769 3.82371 0.81583
H -1.05281 3.33086 7.93734
H -1.64296 -1.26409 -2.69615
H -2.09560 -4.90704 4.08134
H -0.75583 -5.52747 -4.77989
H -2.07183 -0.85204 -0.33852
H 1.96063 3.06755 3.97532
H 2.88753 2.90439 0.97149
H 3.78529 -5.12123 0.76461
H 0.05692 -8.12516 -3.46332
C -1.33104 -2.83537 -5.11400
C 0.30078 8.27210 3.49784
H -1.95720 8.47944 0.99269
H -1.39327 5.04883 1.16826
H 0.49925 -1.85634 -4.42694
C 2.52717 -3.46702 -0.07887
C 4.88055 -4.18297 -0.60543
H -0.72224 2.55282 2.67649
H -5.16521 -1.63754 -1.08473
C -5.38966 2.68915 -0.66683
O 0.44785 3.65408 5.01313
H 5.29880 -1.08357 2.23017
C -1.45830 -0.11211 -0.85252
C 4.31433 1.58398 -3.08319
C -0.29181 0.58364 -0.06712
C -0.73546 -7.73641 -2.82371
C 2.86932 3.31934 -0.03627
O -1.27982 -5.48854 -0.72123
H 1.70510 2.48941 -2.91643
H 3.74176 -1.61690 2.91816
H -3.10146 1.73508 6.38188
H -2.37355 10.27244 2.62830
C 6.89109 -0.68984 5.21353
H -8.49187 -1.33368 -6.14668
H -3.18861 5.73488 3.14740
H 0.56375 -3.53577 -4.51092
H -5.19991 -1.46469 2.63002
H 0.76064 -7.06608 -1.31684
C -0.90844 -3.31657 3.87829
C -1.72706 6.07259 0.99913
H 4.78190 4.96391 0.58776
H -0.34038 4.05681 -4.03312
C -2.04888 9.32111 3.04980
C 4.13249 0.93180 -1.65881
H 0.92045 -5.92947 -7.76709
H 1.79904 -2.65090 -6.41204
H -0.03275 1.60552 4.70454
H 1.84157 -3.52323 2.00562
H 2.18300 2.76625 -0.67748
H -3.71293 -1.48816 1.56089
C -0.19586 -7.58486 -1.38062
H -0.62856 -6.78192 0.60632
C 0.40338 -3.19642 -8.76439
C -1.53014 6.90630 2.29793
H 4.81656 4.65800 -4.46049
C -3.24321 0.54398 -6.16200
H 1.37825 -1.94667 3.53009
C -3.31235 -3.11665 3.51245
H -3.09947 -5.22625 0.28151
N -2.12693 1.47325 6.33897
C -2.27758 8.22414 2.00278
C 1.14192 -5.05566 -7.15431
H 4.63005 -0.03802 -1.65843
N -3.84292 0.61637 -3.80854
H 4.52683 1.20793 0.34564
C -2.22158 -3.85377 4.33205
H 4.00460 -0.96316 5.84201
C -2.69946 0.82496 -4.72006
C 4.44919 -4.91991 -1.85393
H 2.31799 -6.40608 -2.81415
H 5.21091 -3.14865 -0.70103
H -3.77923 1.43457 -6.49008
C -1.49903 2.69679 5.89427
C -0.12494 2.28221 1.80579
C -5.79875 1.20109 -0.98216
H 5.82814 -4.59868 -0.26285
H -0.42990 10.14952 4.22901
H -6.42122 -0.39712 -5.18286
H -3.35718 8.10786 2.09787
C 4.74878 -1.27160 3.15224
H -6.36492 1.14642 -1.91198
C 2.39624 3.19863 -3.37187
O 6.00229 1.56991 5.09983
C 3.64323 -0.16759 5.19043
C -1.50764 3.72603 7.02900
H -4.12449 -0.06031 2.36806
H -2.43549 -5.45908 -4.32463
H -0.34356 -2.41895 -8.92475
N -4.63860 3.21522 -1.79596
O -5.09031 -1.80172 -3.24756
H 0.37757 -1.65110 -6.86593
H 8.80892 -0.26251 4.21032
H -1.97772 0.41551 2.47696
N 2.12461 -4.19673 -1.31065
H 4.42849 -5.96882 -1.55820
C -4.68674 -2.15074 -1.91887
H 0.26411 -1.35118 2.21872
H -4.91484 -3.19166 -1.68961
H 0.07594 6.74241 5.10287
H -1.07315 -2.12234 6.32211
H 4.17308 -3.48803 1.32726
H -3.92372 -3.57212 -5.16715
H 6.25871 4.03425 0.12430
H 0.81095 1.85813 2.16960
C -1.87019 -4.04206 -5.92845
C 3.95615 3.06137 -3.17866
H -2.07547 -3.79712 -0.12207
H -1.13309 4.72364 6.79967
H -5.33878 3.79127 3.16920
H 9.02067 -0.73438 5.89941
H -0.55980 3.93271 -2.21929
H -5.29049 3.22661 -2.56733
H 0.02017 3.15919 1.17496
H 0.27493 1.27461 -0.69120
O 0.65759 6.03728 2.68770
H -8.77672 -0.33434 -4.77679
H -0.27250 -0.04210 -2.64111
H 0.55878 -3.32156 0.81821
H -1.64419 5.31313 3.77219
H 2.20055 -4.84426 -7.30500
H -3.99593 -0.17934 5.14392
C -3.92039 -1.25422 4.97949
C -0.50586 9.59637 3.29286
C -1.01458 3.83724 -3.20527
C 0.06877 7.81865 4.93040
C -4.92537 2.79074 3.04221
C 6.43979 -1.16584 6.63615
H -4.29801 -0.28501 -3.83100
H 0.66074 -9.39354 -1.34113
H -4.95462 -1.55098 5.15388
H -8.87650 -2.09468 -4.56749
H 0.68206 8.30830 5.68686
C -2.23590 6.16980 3.44955
H 0.37138 -0.12343 0.43122
C 0.51067 -1.33591 3.28036
H -3.26111 -3.46934 2.48236
O -1.74695 -4.87390 -8.11910
C 0.23414 -3.77680 -7.40670
H 1.31239 -4.92429 1.13240
H -1.63448 -8.32562 -3.00455
H -4.30274 -3.47930 3.78759
H 5.24207 1.39718 -3.62402
H -1.82897 0.20747 -4.49856
H 3.62797 -1.56751 -0.65343
C 4.67681 -0.00772 4.08373
C -3.26283 -1.59769 3.63610
H -1.43864 6.55724 0.06638
C 4.86862 3.57303 -4.36976
H 3.05062 0.82041 -1.58636
H -6.43621 0.78543 -0.20178
H 2.38170 3.34771 5.67979
C -1.10755 -6.85350 -0.37018
C 4.27644 3.22472 -0.50574
H -3.72480 2.18743 0.71415
H 0.17402 -3.93575 -9.53177
H 4.55451 3.19568 -5.34291
H 2.27637 4.72174 4.65179
C 5.21274 3.97593 0.42538
H -6.75855 -3.08843 -5.30484
H -0.94475 8.03189 5.27013
C -0.74078 -1.72303 4.09528
H 2.15433 3.06189 -4.42586
C 6.87822 -2.00791 4.30442
H -1.87528 -6.28384 -5.83722
H -0.86485 -9.41703 -1.12564
H 6.41573 2.01699 4.35768
C -8.33935 -1.28923 -5.06832
O 4.22216 5.09423 -2.07072
H 3.32873 -5.90629 -4.12374
H -6.22370 3.38276 -0.56014
H -1.55562 -4.84997 1.18500
C -0.48918 -1.52315 5.62350
H -1.89366 4.48104 -3.17614
N -0.09609 7.20882 2.55879
H 1.08040 -5.35396 -6.10773
C 0.20351 -2.67814 -5.07907
H -4.03663 2.44729 -2.05675
C 4.25672 1.11467 3.09586
C -3.37997 -3.69565 -6.10373
H 5.21490 3.61331 1.45329
H -7.02431 -2.56867 -2.97617
H 5.22298 -4.71842 -2.59472
H -3.83786 2.74240 3.09792
H 2.68574 -0.55700 4.84448
H -2.80514 6.07945 0.83851
H 0.29083 -4.53407 -1.14382
H -2.35410 0.22873 -6.70807
H -4.92521 0.58403 -1.19256
C 3.81687 -4.07022 0.47740
H 2.41401 7.82727 3.75608
C -6.86712 -1.27872 -4.72237
H -3.62773 -1.96926 -1.73534
H -1.81679 1.41173 -2.08037
H 5.85874 1.73851 -0.67058
C 3.30972 -3.08020 -3.14874
C -1.76332 -5.42013 -5.18181
O -5.38356 2.36656 1.76850
H -0.70671 -3.59863 2.84492
H 8.38959 0.80815 5.49670
H 0.25364 5.70451 3.49249
H -0.13358 -3.82007 4.45638
H -2.18975 -4.33326 -8.77731
H -3.39381 0.68837 -2.90675
H 2.42079 -1.42991 0.60592
H -3.61863 -2.86283 -6.76521
C 2.67540 -1.96835 -0.30696
H 4.07253 -2.40099 -2.76809
H 0.68129 -0.28228 3.50135
C 3.05815 -4.41545 -2.41916
H -2.49841 1.63795 -0.61162
H -0.97978 -6.71053 -3.09937
C -6.52332 -1.65451 -3.29466
H -2.19865 0.83213 5.56184
H 3.56918 -3.33757 -4.17565
H 7.61698 -1.83082 3.52278
H -2.39951 6.82323 4.30650
H 1.96100 -1.66298 -1.07147
O -1.88594 0.32548 3.42831
C 1.78078 8.52822 3.21222
C 1.83375 3.74053 4.82331
O -0.82691 1.38078 1.00055
H -0.51012 -0.45097 5.81863
N -0.04863 -8.91788 -0.80202
H -2.52712 9.21855 4.02390
C -0.10273 2.43131 5.41254
O -1.44569 2.50901 -3.36715
H 7.07456 -2.85749 4.95846
*
```